# 1
The following is a quantum chemistry calculation of a structure of composition C34H39CrN2O4 at a distorted geometry, from OMol25.

Orbital gap (spin up / spin down)   7.065 / 8.324 eV
ΔE to the lowest compared entry with this formula, charge and spin   139.5 kJ/mol
<S²>   3.90

```
! RIJCOSX wB97M-V def2-TZVPD def2/J DEFGRID3
* xyz 0 4
O -0.86 3.34 -1.54
C -0.83 3.44 -3.02
C -1.57 4.75 -3.13
H -1.33 2.57 -3.47
H 0.21 3.53 -3.36
C -1.59 4.61 -1.59
H -2.54 4.73 -3.63
H -0.99 5.61 -3.46
C -3.01 4.57 -1.06
H -3.57 3.74 -1.51
H -3.50 5.51 -1.34
H -3.04 4.50 0.03
C -0.76 5.74 -1.01
H 0.09 5.94 -1.66
H -0.39 5.52 0.00
H -1.39 6.63 -0.97
Cr 0.35 1.53 0.35
C 2.65 1.80 0.93
C 2.63 0.67 0.07
C 1.93 1.02 -1.13
H 3.18 -0.27 0.20
C 1.71 2.45 -1.10
C 2.01 2.90 0.25
H 1.87 3.92 0.63
H 3.15 1.85 1.89
H 1.76 0.36 -1.98
H 1.63 3.07 -1.98
C -1.10 1.15 2.70
C -0.59 2.46 2.47
C -1.13 2.92 1.22
H -0.01 3.07 3.15
C -1.82 1.78 0.58
C -1.79 0.70 1.54
H -2.30 -0.25 1.42
H -1.11 0.64 3.66
H -1.21 3.96 0.93
H -2.38 1.78 -0.35
O -1.65 -0.43 -4.53
C -0.53 -0.60 -3.65
C 0.69 0.15 -4.22
H -0.31 -1.68 -3.57
H -0.83 -0.29 -2.63
C 0.42 0.14 -5.73
H 1.65 -0.32 -3.97
H 0.70 1.20 -3.85
C -1.13 0.06 -5.81
H 0.85 -0.77 -6.15
H 0.85 0.99 -6.26
H -1.47 -0.63 -6.61
H -1.56 1.05 -6.04
O 2.05 0.32 3.30
C 1.58 -0.59 2.62
N 1.79 -1.95 2.90
C 0.81 -2.77 2.26
C 0.26 -1.74 1.24
O -0.51 -2.04 0.32
N 0.74 -0.49 1.51
C 1.49 -4.02 1.69
C 1.61 -4.23 0.32
C 2.19 -5.42 -0.15
C 2.68 -6.38 0.74
C 2.62 -6.13 2.11
C 2.04 -4.95 2.59
C -0.29 -3.19 3.26
C -1.05 -4.34 3.02
C -1.97 -4.79 3.98
C -2.17 -4.05 5.15
C -1.46 -2.86 5.36
C -0.51 -2.44 4.42
H 2.30 -2.21 3.74
H 1.21 -3.50 -0.38
H 2.26 -5.58 -1.22
H 3.10 -7.31 0.37
H 3.02 -6.85 2.83
H 1.96 -4.77 3.66
H -0.89 -4.89 2.09
H -2.51 -5.72 3.80
H -2.88 -4.41 5.91
H -1.62 -2.26 6.26
H 0.06 -1.53 4.62
*
```


# 2
The following is a quantum chemistry calculation of a structure of composition C21H28BF4InN6, from OMol25.

Orbital gap   8.247 eV
ΔE to the lowest compared entry with this formula, charge and spin   0.0 kJ/mol

```
! RIJCOSX wB97M-V def2-TZVPD def2/J DEFGRID3
* xyz 2 1
In -0.11 -0.45 -0.24
N 2.00 -1.27 -0.07
C 2.90 -0.89 -1.18
C 2.73 0.59 -1.49
N 1.33 0.94 -1.78
C 0.91 0.77 -3.19
C 0.34 -0.61 -3.44
N -0.71 -0.90 -2.45
H 2.41 -0.98 0.82
H 1.91 -2.28 -0.01
H 2.65 -1.52 -2.03
H 3.93 -1.10 -0.91
H 3.38 0.87 -2.32
H 3.04 1.18 -0.63
H 1.18 1.90 -1.53
H 1.74 0.97 -3.87
H 0.15 1.53 -3.39
H 1.09 -1.39 -3.35
H -0.06 -0.67 -4.46
H -0.93 -1.89 -2.48
H -1.56 -0.40 -2.71
C -1.71 -2.86 2.40
C -0.45 -2.16 2.77
C 0.29 -2.66 3.86
C 1.38 -1.97 4.33
C 1.69 -0.73 3.76
C 0.92 -0.30 2.70
N -0.08 -1.04 2.15
C 1.02 1.09 2.18
C 1.60 2.17 2.84
C 1.38 3.44 2.35
C 0.53 3.64 1.27
C -0.01 2.53 0.65
N 0.33 1.31 1.06
C -1.12 2.54 -0.36
C -1.59 3.69 -0.93
C -2.75 3.62 -1.71
C -3.39 2.41 -1.83
C -2.85 1.27 -1.23
C -3.58 -0.03 -1.28
N -1.70 1.33 -0.56
H -2.27 -3.06 3.31
H -1.50 -3.83 1.93
H -2.33 -2.27 1.73
H -0.03 -3.58 4.32
H 1.97 -2.36 5.15
H 2.48 -0.12 4.16
H 2.17 2.03 3.75
H 1.82 4.30 2.85
H 0.26 4.64 0.96
H -1.10 4.64 -0.77
H -3.15 4.51 -2.18
H -4.32 2.33 -2.38
H -4.49 0.05 -0.67
H -3.00 -0.86 -0.89
H -3.92 -0.28 -2.29
F -0.99 -4.68 -0.77
B -0.13 -3.68 -0.56
F 0.62 -3.26 -1.66
F 0.68 -3.80 0.56
F -1.00 -2.42 -0.26
*
```


# 3
The following is a quantum chemistry calculation of the molecule C9H8O2S at a distorted geometry, from OMol25.

Orbital gap (spin up / spin down)   7.004 / 7.002 eV
ΔE to the lowest compared entry with this formula, charge and spin   379.2 kJ/mol

```
! RIJCOSX wB97M-V def2-TZVPD def2/J DEFGRID3
* xyz 0 1
C -0.90 2.73 -0.35
C 0.23 2.48 0.41
C -1.60 1.68 -0.92
C 0.67 1.18 0.59
C -1.16 0.38 -0.75
C -0.02 0.11 0.01
C 1.80 -1.77 1.28
C 0.46 -1.22 0.15
C 0.42 -3.51 -0.07
O 3.12 -3.27 -0.43
O -0.12 -2.26 -0.39
S 2.17 -3.38 0.68
H -1.24 3.75 -0.49
H 0.78 3.29 0.86
H -2.48 1.87 -1.51
H 1.55 0.99 1.19
H -1.71 -0.44 -1.20
H 2.57 -1.05 1.42
H -0.19 -3.99 0.70
H 0.46 -4.13 -0.97
*
```


# 4
The following is a quantum chemistry calculation of a structure of composition C13H27AlFO14P at a distorted geometry, from OMol25.

Orbital gap (spin up / spin down)   3.764 / 3.737 eV
<S²>   0.76

```
! RIJCOSX wB97M-V def2-TZVPD def2/J DEFGRID3
* xyz -3 2
Al -0.24 -1.36 -1.50
P 1.61 -0.05 -3.81
O 0.17 -0.35 -4.40
O 1.35 0.78 -2.55
O 2.62 0.52 -4.85
O 2.08 -1.43 -3.24
C -2.26 -3.10 1.90
O -1.44 -2.36 1.04
H -2.35 -2.35 2.69
H -3.21 -3.38 1.44
H -1.74 -3.93 2.35
F -1.65 -3.18 -3.32
C -1.94 3.05 -0.72
C -3.27 2.42 -0.12
O -4.05 1.85 -1.21
C -3.73 0.70 -1.90
O -2.69 0.08 -1.83
O -4.79 0.36 -2.61
C -4.74 -0.75 -3.42
H -2.04 3.67 -1.61
H -1.28 2.33 -1.21
H -1.28 3.62 -0.06
H -3.81 3.26 0.33
H -3.10 1.72 0.70
H -3.72 -1.10 -3.61
H -5.31 -0.53 -4.32
H -5.26 -1.56 -2.91
C -1.46 0.50 4.74
C -0.98 0.20 3.22
O -0.21 1.30 2.82
C 0.26 1.42 1.62
O -0.07 0.71 0.66
O 1.07 2.44 1.53
C 1.48 2.94 0.28
H -2.01 1.44 4.77
H -0.65 0.55 5.47
H -2.13 -0.30 5.07
H -1.73 0.18 2.43
H -0.43 -0.73 3.16
H 1.93 3.93 0.35
H 0.71 2.92 -0.49
H 2.16 2.19 -0.13
C 5.61 -0.03 -1.54
C 4.22 -0.21 -0.96
O 4.27 -0.87 0.28
C 3.24 -1.43 0.76
O 2.12 -1.51 0.25
O 3.57 -2.22 1.82
C 2.65 -2.94 2.44
H 6.18 -0.94 -1.38
H 6.10 0.75 -0.96
H 5.69 0.18 -2.60
H 3.56 -0.73 -1.65
H 3.87 0.82 -0.85
H 1.83 -2.39 2.90
H 3.13 -3.67 3.09
H 2.09 -3.43 1.65
*
```


# 5
The following is a quantum chemistry calculation of a structure of composition C11H10ClMgNS at a distorted geometry, from OMol25.

Orbital gap   4.995 eV
ΔE to the lowest compared entry with this formula, charge and spin   92.3 kJ/mol

```
! RIJCOSX wB97M-V def2-TZVPD def2/J DEFGRID3
* xyz -2 1
C 0.88 -1.97 0.67
C 0.97 -1.65 -0.71
C -0.35 -1.72 -1.27
H 1.91 -1.48 -1.26
C -1.23 -2.02 -0.20
C -0.50 -2.33 0.94
H -0.92 -2.85 1.83
H 1.72 -1.90 1.35
H -0.61 -1.69 -2.35
H -2.30 -1.86 -0.20
Mg 0.06 0.36 0.12
Cl 1.44 1.62 -1.12
C 0.13 2.70 -4.06
C -1.10 2.07 -4.43
C -0.79 0.84 -5.08
H -2.10 2.47 -4.26
C 0.63 0.71 -5.13
C 1.19 1.86 -4.50
H 2.25 2.06 -4.37
H 0.24 3.64 -3.55
H -1.51 0.13 -5.49
H 1.18 -0.11 -5.58
S -1.22 0.92 2.07
C -0.27 0.32 3.31
N 0.33 -0.11 4.24
*
```


# 6
The following is a quantum chemistry calculation of the molecule C3H5N2P at a distorted geometry, from OMol25.

Orbital gap (spin up / spin down)   7.137 / 7.143 eV
ΔE to the lowest compared entry with this formula, charge and spin   347.3 kJ/mol

```
! RIJCOSX wB97M-V def2-TZVPD def2/J DEFGRID3
* xyz 0 1
C 1.17 0.19 1.81
C -0.71 -0.26 3.22
C -0.23 -0.18 -1.69
N 0.81 0.17 0.53
N 0.34 0.13 2.74
P -0.71 -0.15 0.11
H 2.29 0.19 2.12
H -1.34 0.25 3.78
H -0.09 -1.17 -1.93
H 0.72 0.37 -1.84
H -0.91 0.53 -2.30
*
```


# 7
The following is a quantum chemistry calculation of a structure of composition C31H36N3Tc at a distorted geometry, from OMol25.

Orbital gap (spin up / spin down)   6.002 / 6.222 eV
ΔE to the lowest compared entry with this formula, charge and spin   0.0 kJ/mol
<S²>   3.84

```
! RIJCOSX wB97M-V def2-TZVPD def2/J DEFGRID3
* xyz 1 4
C -0.54 1.58 -1.18
C -0.38 0.50 -2.13
C 0.98 0.17 -2.23
C 1.73 1.05 -1.41
C 0.81 2.00 -0.78
Tc 0.18 0.60 0.57
C 3.11 -1.52 2.28
C 2.12 -0.55 2.47
H 1.28 -0.84 3.07
C 1.91 0.68 1.74
H 2.79 0.98 1.11
H 1.72 1.56 2.43
C 2.56 -2.91 2.59
H 1.47 -2.81 2.58
H 2.79 -3.56 1.74
H 2.80 -3.49 3.49
C 3.65 -1.55 0.87
H 2.83 -1.13 0.28
H 4.54 -1.00 0.57
H 3.74 -2.59 0.54
C -1.46 -0.01 -3.00
H -2.44 0.23 -2.58
H -1.41 0.45 -4.01
H -1.41 -1.10 -3.10
C 1.55 -0.81 -3.19
H 0.89 -1.67 -3.32
H 1.70 -0.36 -4.19
H 2.53 -1.18 -2.85
C 3.20 1.25 -1.49
H 3.72 0.30 -1.68
H 3.46 1.94 -2.31
H 3.60 1.68 -0.57
C 1.19 3.37 -0.36
H 2.12 3.36 0.21
H 1.33 4.02 -1.24
H 0.40 3.81 0.26
C -1.71 2.51 -1.23
H -1.85 3.04 -0.29
H -1.58 3.26 -2.03
H -2.63 1.95 -1.44
C -1.63 -2.84 -1.53
C -0.46 -3.37 -0.70
C -2.14 -3.52 -2.56
C 0.46 -4.00 -1.52
H -0.02 -3.39 0.33
C -1.25 -4.41 -3.18
H -3.15 -3.27 -2.90
C 0.08 -4.58 -2.76
H 1.49 -4.07 -1.20
H -1.63 -4.98 -4.03
H 0.80 -5.20 -3.30
N -7.66 4.35 6.80
C -6.85 3.89 6.08
C -5.84 3.35 5.21
C -5.19 2.15 5.54
C -4.20 1.62 4.71
C -3.83 2.33 3.56
C -4.48 3.52 3.20
C -5.50 4.02 4.02
N -2.71 1.91 2.81
C -1.96 2.71 1.99
C -0.72 2.04 1.72
N -0.93 0.69 2.21
C -2.10 0.68 2.89
H -5.46 1.63 6.47
H -3.71 0.68 4.97
H -4.21 4.05 2.29
H -6.02 4.94 3.75
H -2.16 3.77 1.85
H 0.13 2.64 2.10
H -2.51 -0.14 3.46
*
```


# 8
The following is a quantum chemistry calculation of a cluster of 9 separate species, C25H67NO17 in total at a distorted geometry, from OMol25.

SMILES string   CC1(C)CCCC(C)(C)N1O.OCCO.OCCO.OCCO.OCCO.OCCO.OCCO.OCCO.OCCO
Orbital gap   9.019 eV
ΔE to the lowest compared entry with this formula, charge and spin   65.9 kJ/mol

```
! RIJCOSX wB97M-V def2-TZVPD def2/J DEFGRID3
* xyz 0 1
C 3.89 5.04 2.15
C 3.97 3.62 1.64
C 2.98 2.69 2.39
C 1.53 2.91 2.06
C 1.37 2.83 0.52
C 2.33 3.77 -0.21
N 3.68 3.35 0.24
O 4.52 4.12 -0.62
C 2.22 3.46 -1.72
C 1.99 5.28 0.03
C 5.36 3.03 1.77
H 4.28 5.03 3.16
H 2.86 5.40 2.22
H 4.47 5.73 1.56
H 3.22 1.63 2.18
H 3.26 2.94 3.43
H 1.24 3.89 2.45
H 0.93 2.17 2.59
H 0.38 2.98 0.05
H 1.62 1.76 0.27
H 2.72 4.18 -2.34
H 2.50 2.45 -2.15
H 1.20 3.66 -1.95
H 1.52 5.34 1.07
H 2.82 5.93 -0.19
H 1.16 5.51 -0.62
H 5.39 2.01 1.35
H 5.75 3.04 2.77
H 6.09 3.72 1.34
H 4.86 3.51 -1.34
C -5.59 0.15 0.89
C -5.18 -0.86 2.01
O -3.81 -1.09 1.89
O -5.75 -0.57 -0.31
H -4.72 0.85 0.80
H -6.53 0.63 1.26
H -5.87 -1.65 1.84
H -5.35 -0.55 3.01
H -3.43 -1.24 2.78
H -4.88 -0.96 -0.53
C 0.15 -1.83 -2.88
C 0.49 -0.38 -2.97
O 1.68 -0.07 -2.31
O 1.34 -2.54 -3.26
H -0.73 -1.90 -3.59
H -0.13 -2.18 -1.84
H -0.16 0.32 -2.48
H 0.52 -0.10 -4.00
H 2.41 -0.62 -2.69
H 1.18 -3.52 -3.23
C -1.13 -3.86 3.24
C -1.93 -3.02 4.30
O -2.15 -1.73 3.87
O -1.02 -5.21 3.69
H -0.06 -3.52 3.04
H -1.66 -3.81 2.25
H -1.34 -3.09 5.22
H -2.90 -3.48 4.51
H -1.42 -1.41 3.32
H -1.08 -5.89 2.98
C -1.18 -0.94 0.29
C 0.16 -1.25 0.88
O 0.11 -1.16 2.32
O -1.98 -2.15 0.00
H -0.97 -0.47 -0.68
H -1.71 -0.32 0.98
H 0.92 -0.58 0.54
H 0.61 -2.27 0.69
H 0.95 -1.44 2.60
H -2.82 -1.99 0.50
C -0.40 -5.66 -3.05
C -1.58 -5.02 -2.36
O -1.54 -5.22 -0.94
O 0.83 -5.20 -2.52
H -0.43 -5.43 -4.12
H -0.40 -6.74 -2.97
H -2.54 -5.45 -2.70
H -1.55 -4.01 -2.63
H -1.66 -4.39 -0.42
H 0.86 -5.67 -1.65
C -3.63 -1.25 -3.48
C -4.32 -0.05 -4.01
O -3.33 0.92 -4.38
O -3.05 -0.85 -2.16
H -2.91 -1.62 -4.16
H -4.38 -2.00 -3.28
H -4.96 0.38 -3.26
H -4.90 -0.19 -4.92
H -2.81 1.17 -3.56
H -2.70 -1.68 -1.70
C 4.20 -1.12 1.34
C 4.09 -1.95 0.09
O 4.82 -3.16 0.37
O 3.38 -1.65 2.38
H 3.88 -0.08 1.14
H 5.23 -1.15 1.66
H 4.47 -1.45 -0.82
H 3.04 -2.19 0.05
H 4.52 -3.90 -0.18
H 3.73 -2.55 2.49
C -2.58 3.59 0.14
C -1.98 3.41 -1.23
O -1.89 2.03 -1.65
O -2.17 2.71 1.22
H -3.66 3.39 0.07
H -2.32 4.57 0.49
H -0.99 3.77 -1.15
H -2.56 3.90 -1.98
H -1.69 1.52 -0.87
H -1.33 2.97 1.65
*
```